Entry 1:
Formula: C36H24BrN3O3P2RuS4Se2
Source: the OMol25 dataset
Level of theory: ωB97M-V/def2-TZVPD

Last column: Mulliken spin population.
Geometry (Å):
1 Ru -3.50715 0.75543 0.18809  0.90
2 O -10.65010 0.81540 0.02942  0.00
3 C -9.44388 0.82057 0.01534  0.00
4 S -8.45790 -0.58568 -0.41713  0.00
5 C -6.91060 0.20699 -0.19721  -0.02
6 C -6.90821 1.45134 0.21550  0.03
7 S -5.43481 2.28163 0.54610  -0.01
8 S -8.45916 2.23812 0.42207  0.00
9 S -5.42878 -0.64625 -0.49188  0.07
10 Se 3.34864 0.78230 2.30316  0.00
11 P 2.72091 0.24193 0.36827  0.00
12 C 3.46856 1.20756 -0.97555  0.00
13 C 4.54615 2.03548 -0.70053  0.00
14 C 5.13117 2.77757 -1.72085  0.00
15 C 4.63776 2.69358 -3.01273  0.00
16 C 3.54659 1.87639 -3.28837  0.00
17 C 2.96159 1.14017 -2.27193  0.00
18 C 3.18290 -1.47820 -0.00699  0.00
19 C 2.95515 -2.44752 0.96519  0.00
20 C 3.34233 -3.76126 0.74604  0.00
21 C 3.96998 -4.11663 -0.44065  0.00
22 C 4.22455 -3.15025 -1.40132  0.00
23 C 3.83775 -1.83429 -1.18526  0.00
24 C 0.95240 0.49737 0.06443  0.00
25 C -0.27476 -0.16843 0.03958  -0.02
26 N -1.22196 0.77607 -0.23513  0.02
27 N -0.60412 1.93542 -0.35432  -0.01
28 N 0.68580 1.79656 -0.18290  0.00
29 P -0.86395 -1.80625 0.30479  0.01
30 Se -3.00510 -1.80778 0.17811  0.01
31 C -0.35728 -2.31999 1.96034  0.00
32 C 0.15840 -3.57735 2.25159  0.00
33 C 0.40839 -3.93131 3.57082  0.00
34 C 0.13959 -3.03408 4.59408  0.00
35 C -0.38403 -1.78020 4.30402  0.00
36 C -0.63994 -1.42261 2.99102  0.00
37 C -0.20657 -2.95695 -0.91088  0.00
38 C -0.65115 -4.28261 -0.89282  0.00
39 C -0.22297 -5.16910 -1.86519  0.00
40 C 0.63311 -4.73625 -2.87214  0.00
41 C 1.03999 -3.41223 -2.91672  0.00
42 C 0.61839 -2.51988 -1.93883  0.00
43 H 4.90975 2.10295 0.31778  0.00
44 H 5.96279 3.43401 -1.49865  0.00
45 H 5.08932 3.27720 -3.80561  0.00
46 H 3.13823 1.83061 -4.28983  0.00
47 H 2.08983 0.53225 -2.48633  0.00
48 H 2.50490 -2.15911 1.90463  0.00
49 H 3.16879 -4.50471 1.51452  0.00
50 H 4.27255 -5.14323 -0.61030  0.00
51 H 4.73181 -3.41635 -2.32090  0.00
52 H 4.05324 -1.08430 -1.93328  0.00
53 H 0.37815 -4.27282 1.45373  0.00
54 H 0.80909 -4.91168 3.79856  0.00
55 H 0.33200 -3.31457 5.62201  0.00
56 H -0.60386 -1.08289 5.10177  0.00
57 H -1.05916 -0.44931 2.76145  0.00
58 H -1.35641 -4.60562 -0.13483  0.00
59 H -0.56985 -6.19490 -1.84893  0.00
60 H 0.96709 -5.43126 -3.63276  0.00
61 H 1.68441 -3.06517 -3.71504  0.00
62 H 0.91667 -1.47981 -1.98206  0.00
63 Br -2.44970 8.12808 -1.41886  0.00
64 C -1.90624 6.75486 -0.21884  0.00
65 C -0.92192 7.03274 0.71598  0.00
66 C -0.52819 6.02980 1.59279  0.00
67 C -1.11051 4.77384 1.52843  0.00
68 C -2.08570 4.51546 0.57771  -0.03
69 C -2.49126 5.50611 -0.30920  0.01
70 C -2.67215 3.15097 0.47005  0.00
71 O -3.12479 2.74949 -0.63817  0.01
72 O -2.72885 2.40375 1.48234  0.03
73 H -0.47242 8.01489 0.75431  0.00
74 H 0.24603 6.23269 2.32173  0.00
75 H -0.80629 3.98087 2.19871  0.00
76 H -3.24507 5.28037 -1.05151  0.00

Atomic forces in eV per Å
-1.39 1.14 -1.27
0.21 0.02 -0.01
-0.21 -0.03 -0.01
0.00 -0.03 -0.06
-0.10 -1.14 -0.33
-0.02 1.11 0.37
0.39 -0.54 0.54
0.00 0.01 0.10
0.71 0.23 -0.42
-0.05 -0.03 0.02
-0.15 -0.05 0.09
-0.02 0.13 0.03
0.06 -0.02 -0.05
-0.02 -0.03 0.02
-0.02 0.00 0.01
0.00 -0.02 0.04
-0.02 0.05 -0.05
0.04 -0.05 -0.09
0.06 -0.07 -0.05
-0.05 0.02 0.00
-0.01 -0.02 0.02
0.00 0.06 0.01
-0.06 -0.04 0.03
0.05 0.11 -0.12
-0.05 0.17 -0.20
0.09 -0.25 0.42
0.14 -0.15 -0.06
-0.13 -0.04 -0.11
0.08 -0.10 0.29
-0.07 0.00 0.53
0.02 0.01 0.05
0.01 0.03 0.06
-0.01 -0.01 -0.03
-0.01 0.00 0.00
-0.01 -0.01 -0.01
0.11 -0.01 0.00
0.01 -0.11 -0.11
0.01 0.06 0.00
0.02 0.00 0.00
-0.01 0.03 -0.01
-0.01 0.01 0.03
0.03 -0.05 -0.01
-0.01 0.01 -0.01
0.01 -0.02 0.00
-0.01 0.00 0.01
0.01 -0.01 0.00
0.00 0.03 0.02
-0.01 0.00 0.06
-0.03 0.00 -0.02
-0.01 0.02 0.02
-0.01 0.01 0.02
0.02 -0.03 -0.02
0.04 -0.02 0.00
0.01 0.02 -0.01
0.01 0.01 -0.01
0.03 0.00 -0.02
-0.01 0.01 0.01
0.04 0.00 -0.02
0.01 0.02 0.01
-0.01 0.02 0.00
0.00 -0.02 0.02
0.01 -0.04 0.01
0.00 -0.01 0.01
0.02 0.01 0.00
-0.04 -0.06 0.02
0.00 0.03 -0.04
0.02 0.02 0.10
-0.05 0.03 -0.13
0.01 -0.05 -0.01
0.04 0.16 0.16
-0.13 -0.45 0.07
0.46 -0.15 0.11
0.01 0.01 0.01
-0.01 0.00 -0.01
-0.01 0.00 -0.03
0.02 0.02 0.01

Output
highest occupied orbital energy (spin up / spin down) = -4.2 / -4.2 eV
DFT total energy = -11523.61178 hartree
Kohn-Sham gap (spin up / spin down) = 6.052 / 6.145 eV
energy above the lowest of the compared OMol25 structures with the same formula, charge and spin = 305.2 kJ/mol
charge = -1
spin multiplicity = 2
⟨S²⟩ = 0.77

Entry 2:
Formula: C36H24ClCrN6O2
Source: the OMol25 dataset
Level of theory: ωB97M-V/def2-TZVPD

Last column: natural (NBO) charge in e.
Geometry (Å):
1 Cr 1.16631 -1.93137 1.85166  1.25
2 Cl -3.64175 -5.08681 6.24813  0.07
3 C -2.63234 -4.46409 5.00127  -0.06
4 C -2.99591 -4.64176 3.65975  -0.15
5 C -2.20328 -4.15401 2.64627  -0.20
6 C -1.02609 -3.47173 2.94066  0.34
7 O -0.27996 -3.00949 1.93215  -0.60
8 C -0.65734 -3.28746 4.28592  -0.21
9 C 0.54641 -2.62199 4.65898  0.24
10 N 1.36939 -2.04643 3.84172  -0.54
11 C 2.57953 -1.44722 4.31590  0.09
12 C 2.94907 -1.24486 5.61879  -0.17
13 C 4.19030 -0.65201 5.92977  -0.17
14 C 5.05510 -0.27347 4.94456  -0.15
15 C 4.70339 -0.46672 3.58952  -0.11
16 C 5.54450 -0.11373 2.51110  -0.04
17 C 5.13695 -0.32966 1.22259  -0.27
18 C 3.87828 -0.88751 0.99642  0.13
19 N 3.05988 -1.24145 1.97871  -0.52
20 C 3.46095 -1.04617 3.28536  0.24
21 C -1.47549 -3.80119 5.31079  -0.15
22 H -3.90957 -5.17383 3.43006  0.25
23 H -2.47446 -4.29526 1.60847  0.24
24 H 0.77778 -2.63099 5.72148  0.20
25 H 2.30244 -1.53093 6.43748  0.23
26 H 4.45193 -0.50451 6.96868  0.25
27 H 6.01099 0.17316 5.18622  0.24
28 H 6.51160 0.32953 2.71725  0.25
29 H 5.76033 -0.07152 0.37888  0.26
30 H 3.52333 -1.04313 -0.01357  0.22
31 H -1.19099 -3.67082 6.34779  0.24
32 C -3.83114 5.20746 -8.60525  -0.26
33 O -3.97178 5.47179 -7.21141  -0.47
34 C -3.38541 4.63619 -6.34271  0.35
35 C -3.54875 4.94335 -4.98717  -0.25
36 C -2.98287 4.14563 -4.02479  -0.13
37 C -2.23740 3.01520 -4.38321  -0.20
38 C -2.07945 2.71913 -5.73107  -0.09
39 C -2.64363 3.51548 -6.71214  -0.33
40 C -1.65034 2.19182 -3.33811  0.44
41 N -1.68412 2.45061 -2.04218  -0.46
42 C -1.01656 1.42491 -1.45407  0.10
43 C -0.56285 0.51160 -2.38672  0.15
44 N -0.98098 1.02037 -3.58945  -0.52
45 C 0.16228 -0.66177 -2.04076  -0.08
46 C 0.64137 -1.65901 -2.91259  -0.10
47 C 1.31556 -2.74091 -2.40517  -0.23
48 C 1.52265 -2.83888 -1.02671  0.07
49 N 1.09183 -1.91222 -0.18407  -0.48
50 C 0.41629 -0.84207 -0.67316  0.22
51 C -0.04779 0.09798 0.30620  0.13
52 N 0.24680 -0.18869 1.60529  -0.43
53 C -0.17235 0.63457 2.55887  0.10
54 C -0.90382 1.78652 2.27156  -0.24
55 C -1.20407 2.09091 0.96495  -0.07
56 C -0.76961 1.23223 -0.05808  0.01
57 H -4.37272 5.99694 -9.11392  0.22
58 H -4.26606 4.24055 -8.86438  0.18
59 H -2.78144 5.23425 -8.90291  0.18
60 H -4.12794 5.81810 -4.72415  0.24
61 H -3.10628 4.37880 -2.97540  0.24
62 H -1.50080 1.85841 -6.04962  0.18
63 H -2.50283 3.26523 -7.75233  0.23
64 H -0.84776 0.61309 -4.49895  0.43
65 H 0.47520 -1.58135 -3.97953  0.24
66 H 1.68551 -3.52188 -3.05424  0.26
67 H 2.04318 -3.68843 -0.60181  0.22
68 H 0.08146 0.37330 3.57768  0.22
69 H -1.22456 2.42182 3.08479  0.25
70 H -1.77011 2.97642 0.70395  0.26

Atomic forces in eV per Å
-0.85 -0.09 0.52
0.01 0.01 -0.01
-0.13 -0.07 -0.13
-0.07 -0.03 0.12
-0.01 -0.02 -0.16
0.06 0.04 0.16
0.55 0.22 -0.26
-0.07 -0.02 -0.03
0.18 -0.02 0.14
0.09 0.12 0.30
-0.05 -0.07 -0.08
-0.04 0.01 0.06
-0.02 0.00 0.03
0.04 0.01 0.03
0.05 0.02 -0.03
0.02 0.02 0.05
0.04 0.03 -0.04
-0.07 0.00 0.04
0.26 -0.09 0.09
-0.08 -0.04 -0.17
0.14 0.08 0.05
0.01 0.01 -0.01
-0.01 -0.01 0.03
0.01 -0.01 -0.01
0.01 0.02 -0.01
-0.01 0.00 -0.02
-0.01 -0.01 -0.01
-0.02 -0.02 0.00
0.00 0.00 0.02
-0.03 -0.03 0.01
0.01 0.00 -0.02
0.01 -0.01 0.04
0.01 -0.02 0.00
-0.01 0.03 -0.05
-0.03 0.05 0.03
0.02 -0.02 0.08
-0.01 0.02 0.05
0.03 -0.05 -0.06
0.02 -0.04 -0.05
-0.03 -0.01 0.08
0.02 0.01 -0.06
-0.05 0.09 0.16
-0.01 -0.01 -0.11
0.06 -0.10 -0.07
0.00 0.00 -0.07
-0.02 0.03 -0.02
0.00 -0.01 -0.05
-0.03 0.05 0.07
-0.05 -0.01 -0.54
0.06 -0.08 0.11
0.06 -0.06 0.08
-0.02 -0.08 -0.23
0.04 0.01 0.02
0.00 0.03 0.04
-0.01 0.02 -0.02
-0.04 0.08 -0.03
-0.01 0.02 0.00
-0.01 0.00 0.00
0.00 0.02 0.00
0.01 -0.01 0.00
-0.01 0.02 -0.04
-0.02 0.04 -0.03
0.02 -0.03 0.01
-0.01 0.02 0.01
0.00 0.01 0.01
-0.01 0.01 0.01
0.00 0.00 0.01
-0.01 -0.04 -0.01
0.00 0.00 -0.02
0.01 -0.02 0.00

Output
highest occupied orbital energy (spin up / spin down) = -11.9 / -11.9 eV
DFT total energy = -3369.57826 hartree
Kohn-Sham gap (spin up / spin down) = 4.820 / 5.169 eV
charge = +2
spin multiplicity = 2
⟨S²⟩ = 0.76

Entry 3:
Formula: C36H24F5HfN7O2S2
Source: the OMol25 dataset
Level of theory: ωB97M-V/def2-TZVPD

Last column: Mulliken charge in e.
Geometry (Å):
1 Hf -0.00587 0.56945 -0.91742  -0.24
2 N 1.37304 -3.50347 0.29736  0.22
3 C 0.64728 -2.48319 -0.13666  -0.62
4 N 1.07330 -1.24928 -0.17168  0.39
5 C 2.39009 -0.95318 0.20162  0.29
6 N 2.86072 0.25562 0.10332  -1.53
7 N 1.98561 1.18412 -0.33077  1.31
8 C 2.23283 2.44413 -0.20628  -0.35
9 C 1.09031 3.33292 -0.35995  0.92
10 C 1.06338 4.60032 0.22182  -1.11
11 C -0.13124 5.30363 0.25128  -0.40
12 C -1.26303 4.74497 -0.32450  -0.94
13 C -1.15612 3.49364 -0.91189  -0.12
14 N -0.01815 2.79796 -0.93368  0.32
15 C 3.20068 -2.01553 0.75798  1.01
16 C 4.48515 -1.81017 1.27489  -0.50
17 C 5.17710 -2.86193 1.83867  -0.84
18 C 4.61704 -4.13752 1.88682  -0.50
19 C 3.36197 -4.37239 1.36147  -1.00
20 C 2.65059 -3.31523 0.80643  0.09
21 H 1.00085 -4.44661 0.27607  0.34
22 H -0.36490 -2.68415 -0.48277  0.61
23 H 3.18814 2.82088 0.15372  0.48
24 H 1.94887 5.00459 0.68597  0.51
25 H -0.18191 6.27121 0.72375  0.47
26 H -2.20910 5.25850 -0.31397  0.50
27 H -2.01698 3.03235 -1.38795  0.50
28 H 4.91309 -0.82317 1.22566  0.53
29 H 6.16346 -2.70091 2.24338  0.47
30 H 5.16425 -4.94982 2.33657  0.46
31 H 2.93630 -5.36361 1.37639  0.46
32 F 0.65700 4.38439 -6.65589  -0.26
33 C 0.85430 3.36318 -5.83580  0.60
34 C -0.11772 3.02709 -4.89383  -0.10
35 F -1.24935 3.72190 -4.79436  -0.30
36 C 0.11899 1.96701 -4.03465  -0.69
37 F -0.86479 1.60074 -3.10930  -0.26
38 C 1.31141 1.24761 -4.01758  1.30
39 S 1.57992 -0.03393 -2.88512  -0.59
40 C 2.27603 1.60041 -4.97610  0.21
41 F 3.43249 0.94967 -4.99121  -0.30
42 C 2.04827 2.63057 -5.88304  0.26
43 F 2.97262 2.94374 -6.77550  -0.26
44 C -0.18147 -1.71468 6.87292  -1.53
45 C -0.51303 -1.12636 5.54630  0.83
46 C -1.74562 -0.50539 5.33980  -0.92
47 C -2.04079 0.10237 4.13324  -0.49
48 C -1.09576 0.06748 3.12536  -0.04
49 C 0.11582 -0.58297 3.28752  -0.22
50 C 0.40820 -1.17245 4.50045  -1.13
51 S -1.30252 0.94627 1.61216  1.73
52 O 0.07261 1.34011 1.22498  -0.47
53 O -2.24229 2.02075 1.67283  -0.77
54 N -1.55913 -0.04270 0.36413  0.51
55 C -2.78165 -0.46265 -0.11982  0.69
56 C -3.99463 -0.47932 0.53876  -0.85
57 C -5.12435 -1.02955 -0.08570  -1.03
58 C -5.05150 -1.60110 -1.33003  -0.94
59 C -3.83298 -1.59439 -2.04050  0.70
60 C -3.64717 -2.17879 -3.31018  -0.69
61 C -2.41278 -2.11787 -3.90819  -1.06
62 C -1.36794 -1.43933 -3.27261  -0.16
63 N -1.48972 -0.87899 -2.07730  0.37
64 C -2.70008 -0.97845 -1.44762  0.16
65 H -1.05405 -2.20384 7.29618  0.40
66 H 0.11584 -0.92365 7.56106  0.32
67 H 0.63944 -2.42424 6.81213  0.38
68 H -2.46735 -0.48204 6.14200  0.45
69 H -2.97699 0.61154 3.97141  0.53
70 H 0.82222 -0.58728 2.47098  0.51
71 H 1.36473 -1.65240 4.64350  0.46
72 H -4.07132 -0.06458 1.53162  0.52
73 H -6.06604 -1.01838 0.44195  0.45
74 H -5.91856 -2.05739 -1.78117  0.47
75 H -4.47167 -2.67871 -3.79421  0.49
76 H -2.23006 -2.57607 -4.86553  0.48
77 H -0.39531 -1.36143 -3.74970  0.52

Atomic forces in eV per Å
-0.30 -0.59 -1.97
-0.52 0.11 -0.23
-0.28 -0.56 0.00
0.60 0.41 0.06
0.16 0.77 -0.12
1.16 -0.61 0.47
0.22 0.97 0.39
0.30 -0.73 0.23
-0.33 0.80 0.01
0.13 -0.54 -0.30
-0.22 -0.17 -0.20
0.31 -0.11 -0.02
-0.24 0.23 -0.21
0.51 0.71 0.38
-0.07 -0.71 0.10
-0.16 -0.13 -0.04
-0.01 0.07 -0.04
-0.15 0.10 -0.11
-0.05 0.10 -0.07
0.89 0.59 0.23
-0.10 0.22 -0.03
0.18 -0.07 0.09
-0.05 -0.17 -0.04
0.14 0.00 -0.02
0.01 0.12 0.06
-0.12 0.03 -0.03
0.05 0.03 0.07
0.04 0.13 0.00
0.09 0.04 0.03
0.08 -0.10 0.02
-0.08 -0.14 0.04
0.03 -0.17 0.08
0.13 -0.31 0.27
-0.01 -0.09 0.12
0.05 -0.02 -0.11
0.37 -0.13 -0.01
0.36 0.23 -0.44
-0.34 0.60 -0.53
0.17 -0.64 0.11
-0.52 0.15 0.30
-0.05 0.08 -0.14
-0.27 0.07 0.15
-0.07 0.01 0.06
0.00 -0.01 0.19
-0.03 -0.01 -0.16
0.10 0.00 -0.11
-0.17 0.08 0.02
-0.18 0.31 -0.56
0.24 -0.12 -0.01
-0.15 0.07 -0.14
-0.35 -0.05 0.49
0.12 -0.39 0.02
-0.26 -0.35 0.50
-0.13 0.66 0.58
-1.38 -0.74 -0.33
0.74 0.10 -0.25
-0.20 -0.23 -0.34
-0.06 0.15 0.27
0.53 0.25 0.20
0.27 0.08 0.00
-0.23 0.03 0.15
0.10 -0.05 -0.06
0.01 -0.07 0.04
-0.61 -0.19 0.34
-0.02 -0.10 0.12
0.01 0.04 0.08
0.00 -0.06 -0.01
-0.08 0.01 0.06
-0.15 0.12 0.09
0.17 -0.02 0.09
0.07 -0.07 0.04
-0.06 0.02 0.12
-0.06 -0.02 0.04
-0.11 -0.02 -0.04
-0.12 -0.06 -0.07
0.00 -0.02 -0.13
-0.10 0.06 0.10

Output
highest occupied orbital energy = -12.9 eV
DFT total energy = -3263.42567 hartree
Kohn-Sham gap = 6.309 eV
energy above the lowest of the compared OMol25 structures with the same formula, charge and spin = 64.4 kJ/mol
charge = +2